[1]
22
Properties=species:S:1:pos:R:3 method="wB97M-V/def2-TZVPD" fmax_ev_per_a=5.90 relative_energy_kj_mol=48.40 total_charge=0 orbital_gap_ev=9.85
C -1.7952 -1.8333 -0.4387
C -0.7390 -0.9065 0.2485
C 2.3011 0.8376 -0.7462
C 1.6431 0.1714 1.4136
C 1.1046 0.5899 0.0850
N 0.3856 -0.5433 -0.4540
O -2.8507 1.1312 1.3118
O -2.1620 1.2707 -1.1951
O -2.9483 -1.0285 -0.3116
P -2.2541 0.3936 0.2398
H -1.4815 -1.9231 -1.5169
H -1.8585 -2.7658 -0.0830
H -0.5046 -1.3479 1.2782
H 2.8873 -0.1059 -0.6911
H 2.0760 1.0445 -1.8176
H 3.0518 1.5883 -0.3980
H 1.8803 -0.8230 1.3435
H 0.7192 0.1339 2.1496
H 2.4374 0.7266 1.7370
H 0.3434 1.4791 -0.0277
H 0.0884 -0.2598 -1.3684
H -2.3242 2.1703 -0.7588

=====

[2]
6
Properties=species:S:1:pos:R:3 method="wB97M-V/def2-TZVPD" fmax_ev_per_a=7.57 relative_energy_kj_mol=169.89 total_charge=0 orbital_gap_ev=10.07
O 16.8655 25.2314 23.2843
H 16.7088 24.2892 23.3470
H 16.7077 25.4402 22.3635
O 16.8195 23.1548 23.2039
H 17.5478 22.5382 23.2796
H 16.0742 22.6148 22.9411

=====

[3]
15
Properties=species:S:1:pos:R:3 method="wB97M-V/def2-TZVPD" fmax_ev_per_a=0.37 relative_energy_kj_mol=398.65 total_charge=0 smiles="C=C1C=CN(C)N1" orbital_gap_ev=7.81
C 0.9034 1.3208 1.9587
C 0.8752 0.3830 0.8552
C 1.6114 -0.2317 -0.1978
C 0.6695 -0.6221 -1.1177
N -0.5772 -0.3041 -0.6703
C -1.8366 -0.8691 -1.0988
N -0.4257 0.1654 0.6050
H 0.7997 2.3456 1.5929
H 1.7100 1.2396 2.6892
H 2.6839 -0.2571 -0.3237
H 0.7868 -1.0785 -2.0945
H -1.7545 -1.1311 -2.1563
H -2.6286 -0.1261 -0.9799
H -2.0881 -1.7632 -0.5183
H -0.7291 0.9286 1.4564

=====

[4]
85
Properties=species:S:1:pos:R:3 method="wB97M-V/def2-TZVPD" fmax_ev_per_a=7.35 total_charge=+1 orbital_gap_ev=6.06
C -3.5226 -5.1920 -1.6750
C -2.9970 -3.9608 -2.3806
F -2.7777 -4.2939 -3.7077
C -3.9330 -2.7578 -2.3596
C -5.2479 -2.8564 -1.9998
N -6.1038 -1.8053 -1.9933
C -7.4912 -2.0990 -1.6053
C -8.1724 -3.2274 -2.4124
O -9.5660 -3.1069 -2.2022
C -7.8177 -3.2890 -3.9031
N -7.5630 -1.9667 -4.5095
C -5.6324 -0.5987 -2.3235
I -6.8542 1.1008 -2.2879
C -4.3070 -0.4073 -2.6989
C -3.4445 -1.4887 -2.7360
C -2.0350 -1.2157 -3.1802
O -1.1271 -1.9762 -3.1380
O -1.8144 0.0374 -3.7170
H -4.5431 -5.4451 -1.9700
H -2.9144 -6.0608 -1.9219
H -3.4882 -5.1036 -0.5875
H -2.0538 -3.6658 -1.9270
H -5.6344 -3.8198 -1.7068
H -7.4522 -2.4395 -0.5687
H -8.1493 -1.2377 -1.6173
H -7.8707 -4.1843 -1.9694
H -9.8833 -3.9341 -1.8314
H -6.9454 -3.9433 -4.0280
H -8.6402 -3.7496 -4.4468
H -6.5579 -1.8250 -4.4901
H -7.7612 -2.0013 -5.5028
H -3.9768 0.5820 -2.9735
H -1.5594 -0.1377 -4.6347
O 2.0710 3.9876 0.9232
P 0.8367 3.1650 0.9064
O -0.2182 4.1210 0.0699
C 0.1888 4.8302 -1.0969
C -0.1293 4.0656 -2.3685
O 0.2953 3.3836 2.4208
C 1.1606 3.8650 3.4545
C 1.0468 5.3693 3.5992
O -0.1251 1.8491 0.8170
C -0.2417 1.1078 -0.3913
C 1.1011 0.6808 -0.9506
H 1.2512 5.0757 -1.0612
H -0.3613 5.7727 -1.0942
H 0.4640 3.1498 -2.4324
H 0.0940 4.6713 -3.2477
H -1.1836 3.7833 -2.3980
H 2.1906 3.5622 3.2709
H 0.8479 3.3815 4.3811
H 1.1202 5.8709 2.6348
H 1.8284 5.7543 4.2550
H 0.0773 5.6370 4.0228
H -0.8233 1.6759 -1.1230
H -0.8297 0.2158 -0.1594
H 1.7597 1.5413 -1.1132
H 0.9724 0.1609 -1.9009
H 1.6087 0.0113 -0.2552
O 5.9181 -0.3841 1.3797
P 6.4721 0.2705 2.5903
O 5.3319 0.0831 3.7530
C 4.5999 -1.1316 3.8872
C 5.2195 -2.0574 4.9164
O 6.3181 1.8485 2.2445
C 6.0513 2.2945 0.9148
C 4.5633 2.4866 0.7002
O 7.6819 0.6592 3.5956
C 8.3277 -0.3307 4.4003
C 8.8287 -1.5154 3.6007
H 4.5030 -1.6440 2.9281
H 3.5944 -0.8535 4.2093
H 6.1992 -2.4091 4.5846
H 4.5872 -2.9312 5.0786
H 5.3545 -1.5435 5.8688
H 6.4731 1.6068 0.1823
H 6.5664 3.2481 0.7890
H 3.9996 1.6181 1.0490
H 4.3383 2.6500 -0.3556
H 4.2018 3.3408 1.2639
H 7.6590 -0.6407 5.2066
H 9.1729 0.1649 4.8779
H 8.0196 -1.9869 3.0314
H 9.2653 -2.2636 4.2619
H 9.5882 -1.1990 2.8847

=====

[5]
83
Properties=species:S:1:pos:R:3 method="wB97M-V/def2-TZVPD" fmax_ev_per_a=4.66 relative_energy_kj_mol=901.46 total_charge=+1 s2=2.04 spin_multiplicity=3 orbital_gap_ev="4.16 / 3.30"
V -0.7240 1.8351 0.8766
C 3.0882 -0.2741 0.1839
C 2.6116 -0.3340 1.5593
C 2.2939 -2.3896 0.6513
C 2.7849 -1.5172 -0.3868
C 2.0992 -1.6058 1.8284
C 3.8187 0.8389 -0.4644
H 3.9597 1.7328 0.1429
H 3.2146 1.0974 -1.3261
H 4.8060 0.5407 -0.8241
C 3.1809 -1.9351 -1.7397
H 3.0727 -1.1459 -2.4947
H 2.6005 -2.8024 -2.0467
H 4.2355 -2.2353 -1.6827
C 2.1009 -3.8441 0.5428
H 3.0233 -4.3116 0.9332
H 1.9672 -4.1858 -0.5082
H 1.2474 -4.1875 1.1589
C 1.8831 -2.1394 3.1928
H 2.7946 -2.6637 3.5497
H 1.0805 -2.8754 3.1584
H 1.6275 -1.3936 3.9617
C 2.8804 0.7002 2.5583
H 3.6736 0.2297 3.1557
H 2.0538 0.9704 3.2377
H 3.2602 1.6121 2.0870
C -1.9608 3.4370 -0.3017
C -0.7185 3.9984 -0.1211
C -0.1762 4.6257 1.0958
C -0.6066 4.0879 2.5495
C -0.7483 2.6269 2.7080
C -1.9800 1.7662 2.1313
C -3.1974 2.3381 1.5381
C -3.1109 3.5616 0.6518
H -0.2980 5.7192 1.1947
H -1.5096 4.6668 2.8383
H 0.9004 4.4895 0.8831
H -3.0993 4.4660 1.2801
H -2.1851 3.1490 -1.3421
H -0.0705 4.1093 -1.0147
H -4.0566 3.6036 0.0797
H -3.8416 1.5536 1.1318
H -2.1388 0.9083 2.7171
H -3.5403 2.5790 2.5324
H 0.2419 4.4996 3.1487
H -0.1640 2.1075 3.5179
P -0.4207 0.2833 -1.9651
P -0.9155 -1.8077 1.1254
C -2.0433 0.2647 -0.8285
C -2.3088 -0.8961 0.1784
H -2.7860 0.0819 -1.6459
H -2.2794 1.2848 -0.3988
H -2.9806 -0.5894 1.0133
H -2.7942 -1.7049 -0.4121
C -1.6306 -3.4595 1.0423
H -0.8155 -4.0800 1.4660
H -1.8656 -3.8087 0.0209
H -2.5272 -3.5275 1.6853
C -1.4310 -1.4810 2.8658
H -2.5386 -1.3961 2.8247
H -0.9928 -0.5625 3.2944
H -1.1122 -2.3167 3.5160
C -0.6524 1.5544 -3.1892
H 0.3549 1.7542 -3.5621
H -1.0175 2.4945 -2.7290
H -1.2998 1.2687 -4.0308
C 0.6877 1.4269 -0.9941
H 1.1443 0.5382 -0.3907
H 0.1255 2.3859 -0.3499
H 1.2666 2.0963 -1.5636
C -0.1500 -3.3469 -2.1732
Si -0.4730 -1.7545 -3.1546
C 0.6988 -1.3936 -4.5783
C -2.2771 -1.6283 -3.6907
H 0.0206 -3.0598 -1.1221
H -1.0469 -3.9835 -2.2597
H 0.7269 -3.8966 -2.5740
H 0.1664 -1.3033 -5.5449
H 1.1731 -0.4287 -4.3219
H 1.4617 -2.1888 -4.6390
H -2.3247 -2.0754 -4.7002
H -2.9366 -2.1867 -3.0030
H -2.5811 -0.5677 -3.7352

=====

[6]
20
Properties=species:S:1:pos:R:3 method="wB97M-V/def2-TZVPD" fmax_ev_per_a=6.79 relative_energy_kj_mol=903.83 total_charge=0 orbital_gap_ev=10.27
C -0.9058 -0.6319 1.2594
C -0.7024 -0.5730 -0.3295
C 0.4637 -1.4552 -0.7086
C 1.7992 0.5174 -0.1342
C 0.6448 1.5126 0.4238
C -0.4504 0.8132 -0.5252
C -1.9921 0.3174 -0.6686
H -1.9065 -1.2497 1.5059
H 0.1179 -1.6598 1.3092
H -0.7170 0.5653 2.0779
H 0.3933 -2.4203 0.1789
H 0.6254 -1.7460 -1.8033
H 2.8605 0.7018 0.3573
H 1.8355 0.8866 -1.2484
H 0.4408 1.2836 1.4029
H 1.0304 2.4000 -0.1147
H -0.2626 0.9708 -1.6989
H -2.3256 0.4730 -1.6196
H -2.6675 0.1812 0.3235
O 1.7185 -0.8872 0.0123

=====

[7]
17
Properties=species:S:1:pos:R:3 method="wB97M-V/def2-TZVPD" fmax_ev_per_a=4.32 relative_energy_kj_mol=405.97 total_charge=0 orbital_gap_ev=8.85
C 1.1697 -0.1262 -0.2101
N 1.1216 -0.9498 0.9956
N 2.3757 0.6523 -0.3325
C -0.2239 1.1147 0.0508
N -0.3290 2.1368 0.6120
H 1.2003 -0.8374 -1.0517
H 1.0909 -0.3436 1.8104
H 2.2199 1.6529 -0.2394
H 1.9859 -1.4841 1.0737
H 3.1096 0.4544 0.3432
C -2.3200 -0.6129 -0.0628
N -1.4284 0.1947 -0.9255
H -1.9491 0.9215 -1.4247
H -0.4499 -0.3497 -1.1140
H -2.7295 0.0094 0.7333
H -3.1294 -1.0380 -0.6558
H -1.7144 -1.3948 0.3975

=====

[8]
10
Properties=species:S:1:pos:R:3 method="wB97M-V/def2-TZVPD" fmax_ev_per_a=2.80 relative_energy_kj_mol=180.70 total_charge=0 smiles="CSC(=S)C=O" orbital_gap_ev=7.87
C -1.3947 -0.6405 0.6474
S -0.5772 -0.6800 -0.9712
C 1.0071 -0.2898 -0.4750
S 2.2934 -1.1810 0.0048
C 1.1317 1.2079 -0.6609
O 0.7994 1.9725 0.2185
H -0.9821 -1.3326 1.2974
H -1.3754 0.3468 1.0653
H -2.4416 -0.9266 0.5043
H 1.5394 1.5232 -1.6307